{
  "formula": "C19H23ClN2O3S",
  "method": "the ωB97M-V functional and the def2-TZVPD basis",
  "symbols": ["C", "C", "O", "C", "C", "C", "N", "C", "O", "C", "N", "C", "O", "C", "C", "C", "C", "C", "S", "C", "C", "C", "C", "Cl", "C", "C", "H", "H", "H", "H", "H", "H", "H", "H", "H", "H", "H", "H", "H", "H", "H", "H", "H", "H", "H", "H", "H", "H", "H"],
  "coordinates": [[0.96, -3.44, 2.44], [1.10, -2.44, 3.59], [1.81, -1.26, 3.25], [1.12, -0.34, 2.43], [0.10, 0.51, 3.21], [-0.47, 1.63, 2.35], [-1.18, 1.11, 1.20], [-0.81, 1.37, -0.07], [0.07, 2.15, -0.37], [-1.55, 0.55, -1.14], [-0.54, -0.29, -1.77], [-0.11, -1.40, -1.13], [-0.69, -1.87, -0.17], [1.15, -2.01, -1.72], [2.32, -1.45, -0.97], [2.65, -0.14, -0.76], [3.81, 0.01, 0.03], [4.35, -1.18, 0.41], [3.44, -2.51, -0.18], [-2.25, 1.43, -2.15], [-2.79, 2.65, -1.75], [-3.45, 3.46, -2.65], [-3.57, 3.05, -3.97], [-4.39, 4.06, -5.11], [-3.04, 1.84, -4.39], [-2.38, 1.03, -3.47], [0.35, -3.04, 1.64], [1.95, -3.68, 2.05], [0.50, -4.34, 2.82], [1.70, -2.88, 4.40], [0.11, -2.19, 3.99], [0.61, -0.85, 1.61], [1.89, 0.31, 2.01], [-0.71, -0.12, 3.58], [0.61, 0.95, 4.07], [0.32, 2.27, 1.96], [-1.16, 2.24, 2.94], [-1.83, 0.35, 1.37], [-2.27, -0.13, -0.67], [0.07, 0.18, -2.42], [1.12, -3.09, -1.59], [1.23, -1.77, -2.79], [2.09, 0.69, -1.13], [4.23, 0.96, 0.29], [5.22, -1.36, 1.01], [-2.70, 2.97, -0.72], [-3.86, 4.40, -2.34], [-3.14, 1.52, -5.41], [-1.98, 0.08, -3.79]],
  "relative_energy_kj_mol": 22.4,
  "smiles": "CCOCCCNC(=O)[C@H](NC(=O)Cc1cccs1)c1ccc(Cl)cc1",
  "e_homo_ev": -8.8,
  "orbital_gap_ha": 0.34478
}